# C16H38BrFNO7

6 unconnected molecules or ions with the total composition C16H38BrFNO7 (the ωB97M-V functional and the def2-TZVPD basis, the OMol25 dataset).

Structure (XYZ):
```
64
Properties=species:S:1:pos:R:3:mulliken_charge:R:1
O -0.25127 4.36756 0.52037 -0.68
C -0.16263 3.38047 -0.18897 0.63
F -0.04555 3.51791 -1.50298 -0.24
N -0.24213 2.08749 0.22379 -0.18
C 0.99461 1.29911 -0.04284 0.35
O 1.88952 1.82522 -0.71361 -0.81
C 0.98353 0.02217 0.51416 0.20
C 2.32366 -0.68291 0.36467 -0.55
C 2.53378 -1.65785 1.55158 -0.10
C 3.84994 -1.33617 2.22994 -0.88
Br 4.04223 -2.32551 3.91861 -0.31
H -0.37123 2.05323 1.22912 0.22
H 0.72729 0.16184 1.56306 -0.53
H 2.26082 -1.31031 -0.51820 0.15
H 3.16915 0.00342 0.30030 0.42
H 1.72380 -1.57210 2.26434 0.33
H 2.53943 -2.69556 1.22787 0.18
H 4.67210 -1.64260 1.60400 0.44
H 3.89874 -0.27645 2.42179 0.49
C 0.11546 -0.53102 -4.77253 -1.21
C -0.30523 -0.29884 -3.32923 0.43
O 0.74351 -0.56989 -2.42314 -0.33
H 0.44819 -1.56137 -4.90860 0.27
H -0.70827 -0.33299 -5.46362 0.38
H 0.95246 0.11946 -5.03577 0.39
H -1.13009 -0.96265 -3.06531 -0.37
H -0.64097 0.73637 -3.19201 0.20
H 1.47622 0.02361 -2.61925 0.25
C -2.75101 -3.58977 -2.84677 -0.96
C -2.79818 -3.83450 -1.34773 -0.26
O -1.62821 -3.35659 -0.70338 -0.39
H -1.87595 -4.07382 -3.28146 0.25
H -3.64741 -3.97452 -3.33864 0.38
H -2.67029 -2.52180 -3.05953 0.20
H -2.86008 -4.90300 -1.13862 0.28
H -3.67857 -3.34773 -0.91025 0.27
H -1.55562 -2.40978 -0.86711 0.18
C 0.13922 -6.23152 0.33258 -0.95
C 1.45350 -5.72914 0.89819 -0.35
O 1.30302 -4.37370 1.29735 -0.38
H -0.15128 -5.59020 -0.49945 0.13
H 0.20632 -7.26587 -0.01503 0.39
H -0.65081 -6.16907 1.08484 0.33
H 2.23473 -5.75777 0.13946 0.28
H 1.78181 -6.33784 1.74991 0.28
H 0.61276 -4.34351 1.96495 0.22
C -1.31509 6.65921 -2.44501 -0.77
C -1.55090 7.50710 -1.20773 -0.24
O -2.11856 6.74935 -0.14999 -0.51
H -2.25295 6.21740 -2.78484 0.24
H -0.89289 7.25666 -3.25684 0.34
H -0.63120 5.84018 -2.22391 0.13
H -2.24973 8.31559 -1.42717 0.29
H -0.60866 7.95249 -0.86623 0.24
H -1.50103 6.03744 0.06734 0.33
C -0.44340 2.48360 5.62369 -1.13
C -1.01180 2.39928 4.21807 -0.31
O -0.18626 1.60853 3.37015 -0.41
H 0.56095 2.90661 5.60017 0.29
H -1.07204 3.10408 6.26549 0.35
H -0.36714 1.48890 6.06983 0.33
H -1.06766 3.38924 3.76806 0.29
H -2.02152 1.97289 4.23956 0.31
H -0.13375 0.72381 3.74199 0.18
```

The total charge is -1. For the largest force on an atom, the calculation gives 1.74 eV/Å. The value obtained for the energy is -3887.73940 hartree. Its lowest unoccupied orbital energy is 2.665 eV. For the gap between HOMO and LUMO, the calculation gives 0.211 Ha.